A gas-phase ion, CH3O2 (charge +1), computed with ωB97M-V/def2-TZVPD.

Results
Orbital gap (alpha / beta) in eV: 9.094 / 9.159
LUMO energy (alpha / beta) in eV: -11.1 / -11.1

```
! RIJCOSX wB97M-V def2-TZVPD def2/J DEFGRID3
* xyz 1 1
O -0.787 -0.497 -0.016
O -1.873 0.289 0.030
C 0.461 0.033 0.031
H 0.788 -0.294 0.940
H 0.948 -0.597 -0.741
H 0.463 1.065 -0.243
*
```

From a Mulliken analysis of the wavefunction, the atomic charges in e read: number 1, O, carries 0.195; number 2, O, carries 0.204; number 3, C, carries -0.355; number 4, H, carries 0.317; number 5, H, carries 0.307; number 6, H, carries 0.332

C13H16 in the gas phase, computed with ωB97M-V/def2-TZVPD.

Results
SMILES string: C=CC(=C)C(C)(C)c1ccccc1
Orbital gap in eV: 9.772
LUMO energy in eV: 0.9

```
! RIJCOSX wB97M-V def2-TZVPD def2/J DEFGRID3
* xyz 0 1
C 3.458 -0.868 -0.101
C -1.874 -2.526 -0.108
C -1.693 -0.100 -0.155
C -0.781 1.463 1.499
C 2.370 -1.522 -0.666
C 1.085 -1.038 -0.663
C -0.540 0.840 0.142
C -2.807 0.163 -0.859
C -0.494 1.926 -0.896
C 1.917 0.760 0.666
C 0.849 0.087 0.072
C -1.506 -1.416 0.455
C 3.206 0.359 0.553
H 1.755 1.554 1.340
H 3.950 0.931 1.049
H -1.412 2.471 -0.941
H 2.630 -2.456 -1.126
H -1.622 -3.446 0.322
H 4.284 -1.486 -0.147
H -0.381 0.782 2.219
H -1.952 1.559 1.488
H -0.581 2.511 1.673
H -2.373 -2.386 -1.037
H 0.245 -1.466 -1.173
H -0.523 1.403 -1.930
H -3.725 -0.441 -0.875
H 0.400 2.596 -0.742
H -0.832 -1.364 1.284
H -3.052 1.110 -1.344
*
```

From a Mulliken analysis of the wavefunction, the atomic charges in e read: number 1, C, carries -0.596; number 2, C, carries -0.808; number 3, C, carries 0.384; number 4, C, carries -2.078; number 5, C, carries -0.638; number 6, C, carries -0.287; number 7, C, carries 2.939; number 8, C, carries -1.253; number 9, C, carries -2.011; number 10, C, carries -0.601; number 11, C, carries 0.147; number 12, C, carries -0.635; number 13, C, carries -0.779; number 14, H, carries 0.367; number 15, H, carries 0.413; number 16, H, carries 0.472; number 17, H, carries 0.373; number 18, H, carries 0.355; number 19, H, carries 0.420; number 20, H, carries 0.511; number 21, H, carries 0.403; number 22, H, carries 0.416; number 23, H, carries 0.273; number 24, H, carries 0.495; number 25, H, carries 0.384; number 26, H, carries 0.358; number 27, H, carries 0.382; number 28, H, carries 0.373; number 29, H, carries 0.222

C2H2N4O in the gas phase, computed with ωB97M-V/def2-TZVPD.

Results
SMILES string: O=Cc1nnn[nH]1
Orbital gap in eV: 10.606
LUMO energy in eV: -0.7

```
! RIJCOSX wB97M-V def2-TZVPD def2/J DEFGRID3
* xyz 0 1
O 2.268 0.381 -0.028
N -2.147 -0.446 -0.021
N -0.952 -1.178 -0.049
N -1.880 0.780 0.050
N -0.507 0.932 -0.056
C 0.031 -0.269 0.015
C 1.486 -0.521 0.029
H 1.821 -1.561 0.082
H -0.119 1.882 -0.022
*
```

From a Mulliken analysis of the wavefunction, the atomic charges in e read: number 1, O, carries -0.452; number 2, N, carries -0.186; number 3, N, carries -0.354; number 4, N, carries -0.292; number 5, N, carries 0.116; number 6, C, carries 0.502; number 7, C, carries 0.006; number 8, H, carries 0.382; number 9, H, carries 0.278

A molecular structure, CdI, computed with ωB97M-V/def2-TZVPD.

Results
Orbital gap in eV: 6.078
LUMO energy in eV: -8.6

```
! RIJCOSX wB97M-V def2-TZVPD def2/J DEFGRID3
* xyz 1 1
I 0.661 -0.916 -0.882
Cd -0.661 0.916 0.882
*
```

From a Mulliken analysis of the wavefunction, the atomic charges in e read: number 1, I, carries 0.093; number 2, Cd, carries 0.907

Total energy (computed, Ha): -189.8099; -504.8611; -371.6194; -465.1125
Largest force on an atom (computed, eV/Å): 8.7; 3.5; 2.5; 1.9